Run 1
This record from the Open Molecules 2025 dataset describes an isolated molecule of C2H7NO. The level of theory is ωB97M-V/def2-TZVPD.

Results
2S+1: 1
Kohn-Sham gap, eV: 10.45
Net charge: 0
SMILES: NCCO

Cartesian coordinates (Å):
C: -0.6386 0.4320 -0.3005
C: 0.7590 0.4531 0.2751
H: -1.3726 -0.8061 1.1195
H: -0.7389 -1.5757 -0.1463
H: -1.1607 1.3415 0.1479
H: -0.6557 0.6898 -1.4117
H: 0.8166 0.5247 1.4002
H: 1.3715 1.3305 -0.0889
H: 1.5732 -0.8431 -0.9997
N: -1.3588 -0.7425 0.0597
O: 1.4051 -0.8041 -0.0552

These are the natural (NBO) partial charges, in e, on atoms 1 to 6: -0.25, -0.09, 0.35, 0.36, 0.19, 0.19


Run 2
This record from the Open Molecules 2025 dataset describes a 2-piece molecular cluster, C2H7NO overall. The level of theory is ωB97M-V/def2-TZVPD.

Results
2S+1: 1
Kohn-Sham gap, eV: 9.32
Net charge: 0
SMILES: C=CN.O

Cartesian coordinates (Å):
C: -0.0375 -0.2827 1.2796
C: 1.2050 -0.2280 0.7638
N: 2.2032 -1.2098 0.9358
H: -0.2782 -1.2985 1.6261
H: -0.2309 0.5907 1.8851
H: 1.6090 0.7444 0.4962
H: 2.0634 -1.8234 1.7300
H: 3.0698 -0.7716 1.2306
H: -3.7071 2.0216 -3.1787
H: -2.7341 0.9964 -3.7988
O: -3.1626 1.2609 -2.9696

These are the natural (NBO) partial charges, in e, on atoms 1 to 6: -0.54, 0.05, -0.82, 0.18, 0.22, 0.17


Run 3
This record from the Open Molecules 2025 dataset describes a 2-piece molecular cluster, C2H7NO overall. The level of theory is ωB97M-V/def2-TZVPD.

Results
2S+1: 1
Kohn-Sham gap, eV: 10.79
Net charge: 0
SMILES: C=NC.O

Cartesian coordinates (Å):
C: -0.9747 -0.4145 1.1161
C: 0.9550 -1.0230 -0.1246
N: 0.2400 -0.1171 0.3911
H: -1.0701 0.3769 1.8568
H: -0.9756 -1.4010 1.6034
H: -1.9004 -0.4755 0.5330
H: 1.8274 -0.5897 -0.6141
H: 0.8956 -2.1127 -0.0806
H: -0.3620 1.7546 -1.1406
H: 1.0541 1.7713 -1.9322
O: 0.3109 2.2308 -1.6081

These are the natural (NBO) partial charges, in e, on atoms 1 to 6: -0.46, -0.06, -0.40, 0.21, 0.18, 0.21


Run 4
This record from the Open Molecules 2025 dataset describes an isolated molecule of C2H7NO. The level of theory is ωB97M-V/def2-TZVPD.

Results
2S+1: 1
Kohn-Sham gap, eV: 10.57
Net charge: 0
SMILES: NCCO

Cartesian coordinates (Å):
C: 0.5707 0.7010 0.4650
O: 0.5750 1.8990 -0.4529
C: -0.2416 -0.2926 -0.2774
N: -0.0489 -1.6792 0.1322
H: 0.1242 1.1850 1.3252
H: 1.6205 0.5783 0.6906
H: -0.3522 1.9864 -0.6837
H: 0.0274 -0.2485 -1.3288
H: -1.2937 0.0666 -0.2994
H: -0.5973 -1.8750 1.0291
H: -0.3841 -2.3209 -0.6000

These are the natural (NBO) partial charges, in e, on atoms 1 to 6: -0.08, -0.73, -0.25, -0.83, 0.17, 0.20


We find run 1 to be the most stable, with the next structure 0.277 eV higher.


Run 1
This record from the Open Molecules 2025 dataset describes C3H5BrN2 as an isolated structure. The level of theory is ωB97M-V/def2-TZVPD.

Results
2S+1: 1
Kohn-Sham gap (alpha / beta), eV: 6.00 / 7.51
Net charge: 0

Cartesian coordinates (Å):
C: 0.4369 0.2852 0.2563
C: 1.3068 1.2875 -0.1104
C: 0.2522 -1.1565 0.3115
N: -0.5628 1.2395 0.2391
N: 0.3846 2.2948 0.0802
Br: 4.3195 -0.0165 0.0237
H: 1.0570 -1.7949 0.3580
H: -0.4834 -1.5334 1.1919
H: -0.1616 -1.6349 -0.5129
H: -1.3189 1.3625 -0.4084
H: 0.3843 3.2605 -0.1366

These are the natural (NBO) partial charges, in e, on atoms 1 to 6: 0.00, 0.17, -0.66, -0.32, -0.53, -0.17


Run 2
This record from the Open Molecules 2025 dataset describes a 2-piece molecular cluster, C3H5BrN2 overall. The level of theory is ωB97M-V/def2-TZVPD.

Results
2S+1: 1
Kohn-Sham gap, eV: 9.63
Net charge: 0
SMILES: C#CNN=C.Br

Cartesian coordinates (Å):
C: -0.3083 2.7118 -0.2357
C: -0.2336 1.7107 0.3796
C: -0.0293 -1.8250 0.6986
N: -0.3373 0.4893 0.9387
N: 0.0415 -0.6271 0.1968
Br: 1.6464 -1.0437 -2.7724
H: -0.3592 3.6674 -0.7209
H: 0.3269 -0.7304 -2.3004
H: 0.4105 -2.6708 0.2137
H: -0.4221 -1.9143 1.7744
H: -0.7355 0.2321 1.8278

These are the natural (NBO) partial charges, in e, on atoms 1 to 6: -0.28, 0.16, -0.16, -0.47, -0.22, -0.23


We find run 2 to be the most stable, with the next structure 3.212 eV higher.


Run 1
This record from the Open Molecules 2025 dataset describes a 14-piece molecular cluster, H30NO13 overall. The level of theory is ωB97M-V/def2-TZVPD.

Results
2S+1: 1
Kohn-Sham gap, eV: 9.86
Net charge: +1

Cartesian coordinates (Å):
N: 16.0220 -16.3340 -4.9900
H: 15.9910 -16.7200 -5.9170
H: 16.2360 -15.3740 -4.9650
H: 16.6660 -16.9020 -4.5330
H: 15.1650 -16.5210 -4.5820
O: 16.5000 -14.2710 -2.6920
H: 16.6920 -13.6120 -3.3840
H: 16.1400 -13.7180 -1.9830
O: 12.7830 -17.7780 -4.8130
H: 12.7510 -18.6130 -5.2400
H: 12.4670 -17.9710 -3.9360
O: 14.2990 -17.3680 -7.8420
H: 14.8790 -16.9510 -8.5030
H: 13.6370 -16.7240 -7.5800
O: 15.5860 -18.2620 -2.5710
H: 16.2010 -18.5460 -1.9410
H: 15.0380 -17.6870 -2.0260
O: 14.8620 -13.6490 -6.5970
H: 15.4370 -13.8630 -7.3060
H: 14.2890 -12.9950 -6.9650
O: 15.2700 -19.2430 -5.6640
H: 14.5390 -18.9820 -6.2470
H: 14.9400 -19.4190 -4.7810
O: 13.4170 -14.7380 -4.1700
H: 13.7350 -13.8870 -3.9640
H: 12.4830 -14.7270 -4.3000
O: 17.4960 -14.7700 -7.5000
H: 18.2440 -14.2030 -7.2900
H: 17.3100 -14.5080 -8.4350
O: 18.8110 -15.8800 -4.0070
H: 19.2600 -15.9240 -4.8230
H: 19.0630 -15.0070 -3.8140
O: 16.9080 -12.7340 -4.8300
H: 16.1520 -12.7330 -5.4360
H: 17.6410 -12.8310 -5.4450
O: 13.7680 -16.0630 -1.7270
H: 13.5120 -15.6370 -0.9040
H: 13.6620 -15.4510 -2.4530
O: 17.5710 -18.1770 -7.1130
H: 17.9240 -17.6420 -7.8170
H: 16.8500 -18.6010 -7.5740
O: 18.3590 -18.9590 -4.2450
H: 18.0140 -19.0060 -5.1420
H: 19.2980 -19.0110 -4.3050

These are the natural (NBO) partial charges, in e, on atoms 1 to 6: -0.83, 0.45, 0.43, 0.47, 0.45, -0.98


Run 2
This record from the Open Molecules 2025 dataset describes H30NO13 as an isolated structure. The level of theory is ωB97M-V/def2-TZVPD.

Results
2S+1: 1
Kohn-Sham gap, eV: 9.76
Net charge: +1

Cartesian coordinates (Å):
N: 0.0949 0.0517 -0.4321
H: 0.3389 -0.2363 0.4939
H: 0.1159 0.9387 -0.4421
H: -0.7961 0.1327 -0.3341
H: 0.4939 -0.4813 -1.1691
O: 2.7339 -2.0653 -0.3201
H: 2.5019 -2.8303 -0.8861
H: 2.4439 -2.4153 0.5229
O: -1.4521 -2.7713 2.6219
H: -0.9711 -1.9833 2.5059
H: -2.3091 -2.2453 2.4469
O: 2.2269 0.6847 -3.2111
H: 3.0869 0.3987 -2.5911
H: 2.5439 1.6107 -3.2831
O: -0.0161 3.0377 1.1209
H: 0.6479 3.4927 0.4259
H: 0.6739 2.6417 1.6639
O: 0.4079 -0.7823 2.7409
H: 1.1769 -1.2063 2.3279
H: 0.5669 -0.6273 3.7039
O: -2.4591 -0.4493 -2.4151
H: -2.9291 0.3377 -2.3381
H: -2.8611 -0.9293 -1.7331
O: 2.5719 1.2687 0.6289
H: 2.7399 2.1367 0.3109
H: 2.9279 0.5187 0.0559
O: 1.3629 2.2027 2.7409
H: 0.8809 2.6507 3.4609
H: 1.1769 1.2637 2.8299
O: -0.2321 3.4747 -1.7631
H: 0.5139 3.5567 -1.1421
H: 0.2389 3.4197 -2.6391
O: 0.1489 -1.0253 -4.5011
H: 0.7749 -0.6533 -3.9511
H: -0.6501 -1.0643 -3.8281
O: -2.9991 -1.9413 -0.3901
H: -3.4771 -2.0543 0.4309
H: -2.1081 -2.2733 -0.1921
O: -2.4691 0.9117 1.4679
H: -2.2481 1.7347 1.7099
H: -3.3841 1.1337 1.0129
O: -0.5081 -2.9033 0.6059
H: -1.0961 -2.9533 1.5109
H: -0.4241 -3.7093 0.2209

These are the natural (NBO) partial charges, in e, on atoms 1 to 6: -0.79, 0.44, 0.43, 0.44, 0.46, -0.96


We find run 1 to be the most stable, with the next structure 5.431 eV higher.


Run 1
This record from the Open Molecules 2025 dataset describes a 2-piece molecular cluster, C11H18 overall. The level of theory is ωB97M-V/def2-TZVPD.

Results
2S+1: 1
Kohn-Sham gap, eV: 9.58
Net charge: 0
SMILES: CC(C)(C)C.c1ccccc1

Cartesian coordinates (Å):
C: 2.2025 1.1161 0.5824
C: 1.5007 1.2515 -0.7019
C: 1.0369 0.1184 -1.3232
C: 1.3910 -1.1487 -0.8651
C: 1.9764 -1.2737 0.3505
C: 2.4165 -0.1352 1.1137
C: -1.6993 -0.0100 0.2004
C: -2.5029 -0.1720 -1.0666
C: -2.6945 0.1361 1.3726
C: -0.9629 1.3962 -0.0529
C: -0.8161 -1.2997 0.2719
H: 2.5022 1.9787 1.0815
H: 1.2831 2.2885 -1.1049
H: 0.4328 0.3301 -2.2014
H: 0.9548 -2.0202 -1.3212
H: 1.9428 -2.2628 0.7810
H: 2.9811 -0.2448 1.9773
H: -3.4608 -0.9593 -0.8573
H: -2.8939 0.7974 -1.6270
H: -1.8107 -0.8532 -1.9229
H: -2.2090 0.4591 2.2538
H: -3.3491 0.9754 1.3424
H: -3.2316 -0.9088 1.4774
H: -0.3394 1.8211 0.8129
H: -1.7412 2.1511 -0.1391
H: -0.2972 1.3864 -0.7427
H: -0.1783 -1.3952 -0.6505
H: -0.1663 -1.2676 1.2323
H: -1.5090 -2.1495 0.3176

These are the natural (NBO) partial charges, in e, on atoms 1 to 6: -0.23, -0.19, -0.24, -0.22, -0.22, -0.21


Run 2
This record from the Open Molecules 2025 dataset describes a 2-piece molecular cluster, C11H18 overall. The level of theory is ωB97M-V/def2-TZVPD.

Results
2S+1: 1
Kohn-Sham gap, eV: 9.75
Net charge: 0
SMILES: Cc1ccccc1.CC(C)C

Cartesian coordinates (Å):
C: 0.4655 -1.7609 -0.7959
C: 0.4560 -2.4841 0.5652
C: 1.8875 -1.7672 -1.5512
C: -0.5380 -2.4924 -1.6773
H: 0.1275 -0.7178 -0.5922
H: 0.6511 -3.5359 0.2496
H: 1.9947 -2.7337 -2.0727
H: 1.6552 -1.0412 -2.2333
H: 2.7529 -1.3702 -0.8695
H: -0.1720 -3.2724 -2.4055
H: -1.3745 -2.9723 -1.2598
H: -0.5208 -2.4563 1.0038
H: 1.1221 -2.2068 1.3493
H: -1.0142 -1.6624 -2.2483
C: -2.5031 1.4389 0.3751
C: -0.7746 3.2071 0.7656
C: -1.1582 1.8691 0.6220
C: 0.5622 3.5130 0.8900
C: -0.2980 0.9100 0.9954
C: 1.5367 2.5176 0.9992
C: 1.0872 1.2285 1.1893
H: -1.6064 4.0219 0.8243
H: 0.6870 4.5563 0.7421
H: -3.1160 1.7831 1.4102
H: -2.5423 0.2960 0.3243
H: -0.6356 -0.0751 1.1846
H: 2.5317 2.7999 1.1538
H: 1.8184 0.4286 1.2778
H: -3.0819 1.9788 -0.2161

These are the natural (NBO) partial charges, in e, on atoms 1 to 6: -0.22, -0.61, -0.61, -0.63, 0.21, 0.20


We find run 2 to be the most stable, with the next structure 2.767 eV higher.


Run 1
This record from the Open Molecules 2025 dataset describes a 2-piece molecular cluster, C11H18 overall. The level of theory is ωB97M-V/def2-TZVPD.

Results
2S+1: 1
Kohn-Sham gap, eV: 10.23
Net charge: 0
SMILES: c1ccccc1.CCCCC

Cartesian coordinates (Å):
C: -1.7796 2.3812 -0.0954
C: -2.2625 0.9933 0.6752
C: -3.4814 0.2985 -0.0806
C: -3.8587 -1.1906 0.3402
C: -4.7706 -1.8370 -0.7110
C: 4.0394 -0.2880 1.2682
C: 4.9198 -1.2784 0.8378
C: 5.4292 -1.0598 -0.4776
C: 4.9359 -0.1427 -1.2671
C: 4.0935 0.9524 -0.8519
C: 3.7502 0.7249 0.4458
H: -1.4293 2.2284 -1.1135
H: -2.4951 3.1916 -0.0539
H: -0.7254 2.7466 0.3844
H: -2.5268 1.2693 1.7428
H: -1.5563 0.0562 0.7731
H: -4.3864 1.0166 -0.2261
H: -3.2997 0.0408 -1.0720
H: -4.1991 -1.4061 1.3951
H: -2.9502 -1.6951 0.5840
H: -4.2566 -1.6087 -1.6682
H: -4.6581 -3.0332 -0.6319
H: -5.7818 -1.3964 -0.5292
H: 3.5590 -0.5463 2.3036
H: 5.2089 -2.0685 1.5381
H: 6.2105 -1.6898 -0.8832
H: 5.2038 -0.1576 -2.3369
H: 3.7928 1.8261 -1.4204
H: 3.2745 1.6723 1.1304

These are the natural (NBO) partial charges, in e, on atoms 1 to 6: -0.61, -0.40, -0.40, -0.41, -0.62, -0.25


Run 2
This record from the Open Molecules 2025 dataset describes a 2-piece molecular cluster, C11H18 overall. The level of theory is ωB97M-V/def2-TZVPD.

Results
2S+1: 1
Kohn-Sham gap, eV: 10.02
Net charge: 0
SMILES: CCc1ccccc1.CCC

Cartesian coordinates (Å):
C: 0.0806 -2.1451 1.6623
C: 0.7886 -2.1434 0.3089
C: 1.1249 -1.7062 2.7228
H: -0.8766 -1.6150 1.5801
H: -0.1888 -3.1457 1.9994
H: 1.8165 -2.5611 0.4652
H: 0.9622 -1.1581 -0.0802
H: 0.8176 -2.1346 3.6949
H: 2.0851 -2.1542 2.4463
H: 0.0721 -2.4963 -0.4353
H: 1.2785 -0.6077 2.6296
C: -1.7646 1.1833 0.0568
C: -1.9940 2.6441 0.6127
C: -0.6519 0.9916 -0.9284
C: 0.6632 1.1624 -0.4624
C: -0.9037 0.6572 -2.2446
C: 1.7427 0.8599 -1.2919
C: 0.1739 0.2843 -3.0515
C: 1.4534 0.4785 -2.6094
H: -1.6576 0.4340 0.9010
H: -2.7243 0.8500 -0.3687
H: -1.1042 3.2831 0.6577
H: 0.8107 1.6136 0.4960
H: -1.9266 0.6932 -2.5897
H: 2.6934 1.1542 -0.8631
H: -0.0615 -0.2004 -4.0005
H: 2.3002 0.1132 -3.2212
H: -2.2137 2.3657 1.6596
H: -2.7961 3.2996 0.2536

These are the natural (NBO) partial charges, in e, on atoms 1 to 6: -0.39, -0.63, -0.61, 0.19, 0.19, 0.20


We find run 2 to be the most stable, with the next structure 2.363 eV higher.